102
Properties=species:S:1:pos:R:3 method="wB97M-V/def2-TZVPD" orbital_gap_ha=0.1245 homo_ha=-0.4442 charge=+2
Y 0.034 2.647 4.616
C -1.453 0.508 0.598
F -1.132 -0.323 -0.362
F -2.165 1.515 0.156
F -2.058 -0.103 1.602
S 0.237 1.129 1.237
O 0.819 1.939 0.170
O 0.035 1.965 2.457
O 1.044 -0.049 1.513
C -2.422 -5.516 -1.687
C -1.349 -4.881 -0.763
C -0.574 -3.646 -1.311
O 0.659 -3.620 -0.594
C 1.589 -2.612 -0.841
N -2.094 -4.421 0.450
H -2.808 -6.511 -1.463
H -2.014 -5.633 -2.695
H -3.281 -4.843 -1.735
H -0.626 -5.679 -0.599
H -1.096 -2.692 -1.345
H -0.280 -3.937 -2.323
H 2.506 -2.899 -0.321
H 1.268 -1.673 -0.376
H 1.833 -2.508 -1.900
H -2.840 -3.853 0.057
H -2.575 -5.294 0.672
O -4.465 1.043 3.029
H -5.145 1.545 2.562
H -4.044 0.512 2.342
O -0.379 4.548 -0.278
H 0.168 4.973 0.385
H -0.057 3.628 -0.308
O 0.662 0.387 4.490
H 0.184 -0.487 4.378
H 1.603 0.127 4.712
O -2.057 1.087 4.535
H -2.450 0.476 5.176
H -2.788 1.300 3.917
C 2.438 2.638 -4.120
O 2.341 1.623 -4.814
N 2.885 3.793 -4.657
N 2.167 2.742 -2.792
H 2.708 4.657 -4.178
H 3.042 3.849 -5.648
H 1.701 1.975 -2.337
H 2.051 3.676 -2.450
C 3.497 -1.502 3.810
O 3.153 -0.596 4.599
N 3.074 -1.514 2.530
N 4.553 -2.297 4.083
H 3.586 -2.208 2.011
H 2.597 -0.768 2.038
H 5.105 -2.222 4.917
H 4.763 -3.039 3.438
C -0.635 -2.815 3.316
O -0.151 -2.268 4.349
N -1.352 -3.944 3.327
N -0.291 -2.348 2.119
H -1.819 -4.145 4.195
H -1.597 -4.326 2.415
H 0.440 -1.663 2.203
H -0.590 -2.794 1.263
C -4.013 -1.866 -3.688
O -3.680 -1.696 -4.842
N -3.134 -1.825 -2.629
N -5.280 -2.277 -3.293
H -2.191 -1.527 -2.819
H -3.662 -1.749 -1.779
H -5.388 -2.464 -2.318
H -5.941 -2.413 -4.035
C 1.706 4.991 2.526
O 1.119 4.295 3.414
N 1.452 6.275 2.324
N 2.662 4.506 1.707
H 2.092 6.918 1.888
H 0.907 6.657 3.090
H 3.199 3.661 1.812
H 2.867 5.106 0.927
C 0.651 -1.531 -4.603
O -0.137 -2.473 -4.500
N 1.368 -1.310 -5.735
N 0.923 -0.538 -3.709
H 1.272 -1.930 -6.521
H 1.864 -0.457 -5.931
H 1.427 0.313 -3.971
H 0.592 -0.628 -2.764
C 4.107 0.272 -0.439
O 3.616 -0.145 -1.471
N 5.165 -0.400 0.151
N 3.534 1.182 0.397
H 5.393 -1.260 -0.325
H 5.316 -0.409 1.143
H 2.550 1.256 0.153
H 3.902 1.355 1.312
C -4.327 4.632 -0.765
O -5.394 5.092 -1.119
N -3.159 5.310 -0.932
N -4.049 3.387 -0.254
H -2.287 4.831 -0.782
H -3.179 6.218 -1.360
H -3.134 3.122 0.038
H -4.889 2.864 -0.064